1.
Molecular formula: C22H23ClN2PTi
Method: DFT, the ωB97M-V functional and the def2-TZVPD basis

```
50
Properties=species:S:1:pos:R:3:mulliken_charge:R:1
Ti -0.27952 -0.48982 1.19156 0.36
Cl -0.89800 -0.44922 3.14247 -0.21
P -2.12591 0.56952 -0.42808 1.00
C -2.82254 -0.53659 -1.74428 0.96
C -3.16723 -0.08555 -3.02751 -0.35
C -3.80347 -0.94898 -3.91708 -0.66
C -4.05172 -2.25479 -3.54291 -0.49
C -3.67148 -2.72253 -2.29990 -0.70
C -3.06719 -1.85929 -1.39614 -0.46
C -3.44189 0.77032 0.81683 0.39
C -3.26821 1.78267 1.74777 -0.51
C -4.04934 1.79204 2.89254 -0.68
C -5.06744 0.86663 3.02177 -0.43
C -5.36290 -0.03612 2.00572 -0.69
C -4.56704 -0.04158 0.86175 -0.09
C -2.28180 2.21126 -1.24773 0.32
C -1.16057 3.00905 -1.43245 -0.11
C -1.29098 4.27601 -2.00700 -0.61
C -2.53997 4.69817 -2.43455 -0.47
C -3.66298 3.90488 -2.28727 -0.84
C -3.52945 2.65729 -1.68068 -0.07
H -2.48105 2.55017 1.57703 0.38
H -3.83700 2.51281 3.68538 0.43
H -5.67166 0.83396 3.95847 0.37
H -6.19355 -0.73435 2.09203 0.44
H -4.79900 -0.70712 0.01079 0.46
H -2.92845 0.93438 -3.34318 0.44
H -4.08234 -0.58977 -4.90155 0.44
H -4.57504 -2.92900 -4.23614 0.39
H -3.82090 -3.76114 -2.01919 0.42
H -2.75894 -2.21449 -0.39794 0.20
H -0.17581 2.63550 -1.09666 0.20
H -0.41410 4.91538 -2.08572 0.43
H -2.62503 5.68393 -2.92739 0.37
H -4.63251 4.25131 -2.61880 0.45
H -4.42861 2.03913 -1.54796 0.47
H 0.58301 -0.45109 -2.07277 0.21
H 0.46426 0.29592 -1.93582 -0.17
C 4.47267 -2.82634 1.42601 -0.82
N 3.60713 -1.66924 1.21265 0.06
C 3.86496 -0.39733 1.71726 -0.32
C 2.77225 0.39351 1.44820 -0.56
N 1.77898 -0.47063 0.86359 -0.14
C 2.39386 -1.65799 0.61443 -0.10
H 5.47760 -2.61788 1.02422 0.34
H 4.60750 -2.97850 2.51555 0.35
H 4.07692 -3.72275 0.99877 0.33
H 4.76674 -0.16645 2.25110 0.46
H 2.59491 1.45854 1.54317 0.44
H 1.96061 -2.46762 -0.05109 0.40
```

Computed properties:
Net charge   +2
Molecular weight   429.7 g mol⁻¹
Gap between HOMO and LUMO (alpha / beta)   5.94 / 6.15 eV
ΔE to the lowest compared entry with this formula, charge and spin   0.0 kJ/mol
2S+1   2
LUMO energy (alpha / beta)   -8.383 / -8.173 eV
HOMO (alpha / beta)   -14.32 / -14.32 eV
E_tot   -2612.0793 a.u.
Maximum force   2.82 eV/A



2.
Molecular formula: C29H43F4N7OPRb
Method: DFT, the ωB97M-V functional and the def2-TZVPD basis

```
86
Properties=species:S:1:pos:R:3:mulliken_charge:R:1
Rb 0.00000 0.00000 0.00000 0.35
N 2.00220 0.08370 1.86150 -0.39
C 1.05860 0.63790 2.83880 -0.43
C 0.43910 1.95920 2.35690 -0.78
N -0.92940 1.77660 1.86040 -0.35
H 2.36420 -0.65520 2.26850 0.19
H 2.59620 0.88610 1.59940 0.09
H 1.61380 0.83380 3.76430 0.40
H 0.29680 -0.11160 3.08080 0.17
H 1.04850 2.44450 1.58640 0.37
H 0.39570 2.65080 3.20720 0.38
H -1.23000 2.62200 1.66650 0.17
H -1.38930 1.20680 2.58790 0.20
C 3.09890 -2.73310 -3.57620 -1.99
C 4.02990 -1.72350 -2.87060 1.85
C 5.41000 -1.84040 -3.53830 -1.79
C 4.15890 -2.27910 -1.42810 -1.75
P 3.34550 0.00000 -2.90040 0.75
N 2.09330 0.00000 -1.81480 -0.18
C 2.58950 0.45400 -4.53200 2.29
C 2.20950 1.94880 -4.60330 -2.02
C 1.24880 -0.28460 -4.78360 -1.97
C 3.51030 0.16560 -5.72910 -1.93
C 4.54500 1.26950 -2.27660 2.19
C 5.31040 0.78440 -1.02660 -2.00
C 5.59850 1.67430 -3.32090 -1.87
C 3.83530 2.56420 -1.80100 -1.87
H 3.43400 -3.76680 -3.42570 0.57
H 3.07770 -2.57990 -4.65610 0.33
H 2.07790 -2.66240 -3.18820 0.39
H 5.73510 -2.88570 -3.60190 0.48
H 6.17940 -1.30680 -2.97760 0.26
H 5.40570 -1.43710 -4.55240 0.28
H 4.48390 -3.32690 -1.43290 0.49
H 3.20270 -2.23830 -0.89720 0.31
H 4.89010 -1.74070 -0.82880 0.34
H 1.59800 2.23940 -3.74320 0.35
H 1.63080 2.17710 -5.50680 0.56
H 3.09090 2.59040 -4.64280 0.34
H 0.53690 -0.10810 -3.97120 0.33
H 1.36900 -1.36110 -4.88640 0.30
H 0.77430 0.05710 -5.71190 0.53
H 4.49080 0.62920 -5.60780 0.32
H 3.08060 0.54570 -6.66360 0.49
H 3.67000 -0.90470 -5.87060 0.27
H 6.01800 -0.01050 -1.26670 0.32
H 4.61880 0.42300 -0.25900 0.23
H 5.90430 1.58980 -0.57720 0.55
H 6.12090 0.80680 -3.72760 0.29
H 6.35460 2.33970 -2.88760 0.50
H 5.15340 2.21100 -4.16050 0.26
H 3.07800 2.34840 -1.04080 0.26
H 3.34440 3.10170 -2.60970 0.37
H 4.54920 3.26960 -1.35810 0.49
F -0.36210 -3.13910 4.28710 -0.24
C -1.43460 -3.92630 4.50190 0.54
C -1.83270 -4.17310 5.76010 -0.15
F -1.16180 -3.62000 6.78880 -0.30
C -2.95450 -5.09100 6.02850 0.44
C -3.27560 -6.02780 4.93280 0.32
C -2.86650 -5.78810 3.67460 -0.02
F -3.14370 -6.67590 2.70050 -0.30
C -2.10490 -4.56840 3.35540 0.44
C -2.04000 -4.04770 2.10300 0.57
C -1.43610 -2.77850 1.86270 -0.37
N -0.99200 -1.71760 1.71760 -0.24
C -2.67280 -4.65530 0.97860 -0.17
N -3.19200 -5.13670 0.06000 -0.62
F -3.95310 -7.15990 5.20560 -0.29
C -3.64310 -5.06630 7.19920 0.34
C -3.35850 -4.12250 8.23210 0.07
N -3.14410 -3.34300 9.06340 -0.68
C -4.76290 -5.91390 7.44360 0.12
N -5.68980 -6.58480 7.64050 -0.67
C -3.08910 1.48420 -0.76570 -0.81
C -2.25580 1.46270 -2.05790 0.24
C -2.28890 0.04910 -2.66250 -0.81
O -1.00340 1.73740 -1.73740 -0.71
H -4.12910 1.20930 -0.97870 0.41
H -3.10260 2.48410 -0.31360 0.22
H -2.71420 0.77970 -0.01160 -0.05
H -2.79100 2.10620 -2.77060 0.08
H -1.88360 -0.70970 -1.98040 -0.34
H -1.71700 -0.00060 -3.59790 0.14
H -3.32030 -0.24110 -2.89590 0.39
H -0.97240 -1.68360 -1.68360 0.17
```

Computed properties:
Net charge   -2
Molecular weight   698.1 g mol⁻¹
Gap between HOMO and LUMO (alpha / beta)   3.22 / 2.36 eV
ΔE to the lowest compared entry with this formula, charge and spin   0.0 kJ/mol
LUMO energy (alpha / beta)   3.372 / 2.632 eV
HOMO (alpha / beta)   0.15 / 0.27 eV
E_tot   -2353.9298 a.u.
Maximum force   6.43 eV/A